Below is C5H17N2O as an isolated structure at a distorted geometry, with properties calculated with wB97M-V/def2-TZVPD.

- HOMO-LUMO gap (eV) = 5.4
- HOMO level (eV) = -14.20
- LUMO energy (eV) = -8.83
- relative energy (zero: lowest compared OMol25 entry of this formula, charge and spin) (eV) = 7.443
- spin multiplicity = 1
- F_max (Eh/bohr) = 0.065
- charge = +1

XYZ file:
```
25
Properties=species:S:1:pos:R:3:forces:R:3
C 1.420 1.011 -0.093 -1.095 2.115 -1.116
H -1.645 0.327 0.777 -0.051 0.268 0.734
H -1.028 0.083 -1.107 0.813 -0.185 -0.757
C -0.986 1.163 -1.021 -3.268 0.112 0.604
H 0.542 -0.873 0.421 -2.189 -1.023 0.423
H 3.405 -0.277 0.536 -0.294 0.127 0.116
H -2.956 1.084 0.072 0.080 0.496 -0.297
C 2.674 -0.971 0.124 0.171 -0.163 -0.793
N 1.384 -0.395 -0.230 1.932 1.488 1.829
N -0.349 -1.655 1.105 1.266 0.766 -1.313
H 0.329 2.843 -0.629 -0.041 -0.370 -0.040
H -1.765 2.080 0.997 0.033 0.261 -0.392
C -1.902 1.266 0.285 1.171 -1.034 0.007
H -2.939 -2.783 -0.392 0.225 -0.103 0.158
C 0.351 1.808 -1.005 0.980 -0.536 0.790
H 0.210 -2.505 1.014 -0.100 -0.201 0.652
H -1.712 1.496 -1.787 1.069 0.295 -0.237
H 2.366 1.550 -0.342 0.072 -1.289 0.593
H 1.166 1.380 0.929 -0.032 -0.632 -0.098
H 2.511 -1.811 0.779 0.110 -0.359 0.093
H -0.657 -1.474 2.058 0.607 0.023 0.338
H 0.947 1.821 -1.919 -0.729 0.021 -0.530
O -2.670 -1.901 -0.122 -0.043 0.409 0.087
H 3.107 -1.363 -0.804 -0.040 -0.167 -0.139
H -1.803 -1.904 0.354 -0.646 -0.320 -0.711
```
Forces are in eV/Å.